# 1
ORCA calculation (ωB97M-V/def2-TZVPD) on C2H2CuFO2 as an isolated structure.

Summary:
LUMO: -1.684 eV
Spin multiplicity: 1
HOMO energy: -7.72 eV
ΔE to the lowest compared entry with this formula, charge and spin: 1.6588 eV
HOMO-LUMO gap: 6.04 eV

Last column: Mulliken charge in e.
Element x y z (Å)
C  -0.3878  0.3450  -0.0072  0.57
C  -1.6326  -0.5462  -0.0482  0.06
O  -2.7342  -0.0797  -0.1047  -0.38
O  0.7210  -0.0522  0.1953  -0.24
F  -0.6620  1.6317  -0.0138  -0.16
H  -1.4071  -1.6246  0.0628  0.35
Cu  2.6868  0.5418  0.7952  0.00
H  3.4160  -0.2158  -0.8794  -0.20

***

# 2
ORCA calculation (ωB97M-V/def2-TZVPD) on C2H2EuF2LiO as an isolated structure.

Summary:
LUMO (alpha / beta): -5.944 / -5.791 eV
Total charge: +1
Spin multiplicity: 8
<S²>: 15.77
HOMO energy (alpha / beta): -9.57 / -9.63 eV
HOMO-LUMO gap (alpha / beta): 3.62 / 3.84 eV

Last column: Mulliken charge in e.
Element x y z (Å)
F  2.2501  -0.2473  -1.6071  -0.66
C  0.4365  0.5597  -1.4538  0.28
C  -0.5108  -0.0766  -0.6459  -0.61
O  -0.4238  0.0673  0.6916  -0.75
H  0.9002  1.5146  -1.1548  0.19
H  -0.7953  -1.0847  -1.0078  0.32
Eu  -1.1239  -0.3955  2.9471  1.65
Li  -1.6877  1.0160  -2.4542  0.87
F  0.1429  0.5034  -2.8511  -0.29

***

# 3
ORCA calculation (ωB97M-V/def2-TZVPD) on C2H2EuO2 as an isolated structure.

Summary:
LUMO (alpha / beta): -5.040 / -4.955 eV
Total charge: +1
Spin multiplicity: 9
<S²>: 20.01
HOMO energy (alpha / beta): -12.29 / -14.26 eV
ΔE to the lowest compared entry with this formula, charge and spin: 0.0000 eV
HOMO-LUMO gap (alpha / beta): 7.25 / 9.31 eV

Last column: Mulliken charge in e.
Element x y z (Å)
O  -1.1945  -0.8732  0.2314  -0.66
C  -0.2609  -0.5957  -0.5929  -0.04
C  0.6862  0.4134  -0.2414  0.10
O  0.4739  1.1085  0.8157  -0.70
Eu  -1.4156  0.6027  1.9247  1.57
H  1.4420  0.7400  -0.9661  0.40
H  0.2688  -1.3958  -1.1714  0.32

***

# 4
ORCA calculation (ωB97M-V/def2-TZVPD) on one molecule with the formula C2H2F2.

Summary:
LUMO: 1.050 eV
SMILES: C=C(F)F
Spin multiplicity: 1
HOMO energy: -10.05 eV
ΔE to the lowest compared entry with this formula, charge and spin: 0.0000 eV
HOMO-LUMO gap: 11.10 eV

Last column: Mulliken charge in e.
Element x y z (Å)
C  0.7352  -0.0066  -0.0017  -0.63
C  -0.5934  -0.0004  0.0057  0.53
F  -1.3618  -1.0619  -0.0017  -0.21
F  -1.3326  1.0967  -0.0007  -0.21
H  1.2992  0.9126  -0.0060  0.26
H  1.2535  -0.9404  0.0045  0.26

***

# 5
ORCA calculation (ωB97M-V/def2-TZVPD) on C2H2F2HgLiO as an isolated structure.

Summary:
LUMO (alpha / beta): -8.956 / -12.260 eV
Total charge: +2
Spin multiplicity: 2
<S²>: 0.75
HOMO energy (alpha / beta): -18.78 / -18.89 eV
HOMO-LUMO gap (alpha / beta): 9.82 / 6.63 eV

Last column: Mulliken charge in e.
Element x y z (Å)
F  -1.2634  0.5129  0.5916  -0.23
O  1.4144  -1.0861  -0.3355  -0.50
C  0.9445  -0.4024  0.6042  0.14
C  -0.3627  -0.2552  -0.1111  0.18
Hg  -3.5379  1.6430  0.4290  0.98
H  1.0179  -0.6842  1.6635  0.40
H  -0.9603  -1.1326  -0.3893  0.41
F  0.4386  0.9344  -0.7365  -0.33
Li  2.3089  0.4703  -1.7159  0.96

***

# 6
ORCA calculation (ωB97M-V/def2-TZVPD) on a 2-piece molecular cluster, C2H2F2I2O overall.

Summary:
LUMO (alpha / beta): -0.164 / -0.164 eV
Spin multiplicity: 1
HOMO energy (alpha / beta): -8.68 / -8.67 eV
ΔE to the lowest compared entry with this formula, charge and spin: 2.5837 eV
HOMO-LUMO gap (alpha / beta): 8.51 / 8.51 eV

Last column: Mulliken charge in e.
Element x y z (Å)
C  0.3061  -0.3073  0.3076  -0.30
C  -1.5703  -1.5396  0.7480  0.26
O  -0.1266  0.6196  -0.4646  -0.43
F  -1.8220  -1.5750  2.0625  -0.21
F  -1.3124  -2.7766  0.2811  -0.19
I  1.8062  -1.7026  -0.3583  0.06
I  -3.0465  -0.6152  -0.4201  0.06
H  0.4746  0.0696  1.3451  0.41
H  -0.6021  0.4801  -1.3751  0.34

***

# 7
ORCA calculation (ωB97M-V/def2-TZVPD) on a 2-piece molecular cluster, C2H2F2O3 overall.

Summary:
LUMO (alpha / beta): 0.397 / -1.579 eV
Spin multiplicity: 3
<S²>: 2.00
HOMO energy (alpha / beta): -6.69 / -11.97 eV
ΔE to the lowest compared entry with this formula, charge and spin: 0.4823 eV
HOMO-LUMO gap (alpha / beta): 7.09 / 10.39 eV

Last column: Mulliken charge in e.
Element x y z (Å)
C  0.0603  1.5455  -0.1659  0.66
C  -0.0030  -1.9458  -0.1233  0.28
O  -0.8494  1.6530  0.5791  -0.42
O  0.4411  0.4000  -0.6706  -0.38
O  0.0628  -1.5182  1.0463  -0.40
F  0.7303  2.5874  -0.6570  -0.21
F  -1.1808  -1.7216  -0.6944  -0.22
H  1.4468  0.3175  -0.8598  0.35
H  -0.7081  -1.3177  1.5456  0.34

***

# 8
ORCA calculation (ωB97M-V/def2-TZVPD) on a 2-piece molecular cluster, C2H2F2OS overall.

Summary:
LUMO (alpha / beta): -1.263 / -1.264 eV
Spin multiplicity: 1
HOMO energy (alpha / beta): -10.32 / -10.32 eV
ΔE to the lowest compared entry with this formula, charge and spin: 4.6301 eV
HOMO-LUMO gap (alpha / beta): 9.05 / 9.05 eV

Last column: Mulliken charge in e.
Element x y z (Å)
C  -0.9598  0.6102  -0.5657  -0.30
C  0.5589  0.6507  -0.5827  0.47
O  -3.2858  -0.0271  -0.2229  -0.48
F  1.1791  -0.0360  0.4653  -0.24
F  1.0946  1.9170  -0.6040  -0.22
S  -1.9832  -0.0600  0.4190  0.35
H  -1.7128  1.3583  -2.0883  0.27
H  0.6967  0.1806  -1.5272  0.16

***

| no. | electronic energy (hartree) |
| --- | --- |
| 1 | -1968.09927 |
| 2 | -1069.85871 |
| 3 | -937.94670 |
| 4 | -277.10968 |
| 5 | -512.52678 |
| 6 | -947.66119 |
| 7 | -502.67928 |
| 8 | -750.38554 |